53
Properties=species:S:1:pos:R:3 method="wB97M-V/def2-TZVPD" e_above_lowest_kj_mol=136.5 e_tot_ha=-1227.05492 molar_mass_g_mol=314.3
C 3.29 -0.14 -0.82
C 2.20 0.52 -0.03
C 0.90 0.27 -0.29
C -0.21 1.09 0.14
C -1.50 0.69 0.08
O -2.53 1.48 0.42
C 2.60 1.53 1.05
H 3.99 0.42 -1.40
H 3.87 -0.83 -0.21
H 2.89 -0.91 -1.52
H 0.60 -0.57 -0.89
H -0.08 2.14 0.41
H -1.79 -0.32 -0.17
H -2.26 2.43 0.36
H 1.92 2.35 0.88
H 3.55 2.01 0.78
H 2.62 1.08 2.03
H 0.53 -0.10 1.95
H 0.98 -0.49 3.24
O 0.22 0.02 2.88
H -0.14 1.80 3.14
H 0.89 2.72 3.70
O -0.01 2.74 3.36
H -0.69 2.57 -3.28
H -1.43 3.27 -2.12
O -0.63 3.30 -2.66
H -3.00 -2.67 -2.05
H -1.91 -1.59 -2.38
O -2.27 -2.15 -1.67
H -1.63 0.37 -3.49
H -2.66 0.62 -2.21
O -2.53 0.34 -3.14
H 1.20 -3.27 -2.42
H -0.31 -3.46 -2.20
O 0.57 -3.59 -1.79
H 1.59 -2.36 2.57
H 2.89 -2.00 1.94
O 2.37 -1.82 2.73
H -2.51 -2.35 1.09
H -2.46 -2.77 -0.39
O -2.39 -3.13 0.51
H -2.04 4.60 1.16
H -1.35 3.51 2.25
O -1.57 3.80 1.35
H 0.78 0.12 -4.35
H 0.75 -0.30 -2.84
O 0.40 -0.49 -3.72
H 1.51 -2.86 -0.43
H 0.18 -2.70 0.52
O 1.14 -2.60 0.43
H -1.47 -0.40 2.53
H -2.83 -1.02 2.86
O -2.21 -0.89 2.14